1.
Formula: C3H7NO2
Source: OMol25
Level of theory: wB97M-V/def2-TZVPD

```
13
Properties=species:S:1:pos:R:3:forces:R:3
C -1.213568 0.205281 0.140293 -0.751 -0.229 -1.822
C -0.559429 0.370835 -1.051568 -1.404 0.710 1.296
N 0.148142 -0.596466 -1.699881 0.720 -0.810 0.012
C 1.144025 0.524694 1.380022 1.866 -1.173 -1.209
O -1.353581 -1.032504 0.723266 1.132 -0.152 0.072
O 1.282811 -0.701691 1.427562 -0.518 2.025 0.104
H -0.444966 -1.404056 0.788258 -0.622 0.038 0.314
H -1.990487 0.885888 0.467829 0.335 0.258 -0.002
H 0.185441 -1.487536 -1.211797 0.142 0.263 -0.233
H 1.057659 -0.305636 -2.043295 -0.238 -0.197 -0.062
H 1.061315 1.156500 2.280344 -0.537 -0.252 -0.007
H -0.681886 1.292925 -1.614510 0.195 0.111 0.430
H 1.364525 1.091768 0.413478 -0.320 -0.592 1.108
```
Positions in Å, forces in eV/Å.

E in eV: -8807.547
HOMO-LUMO gap in eV: 8.6
Total charge: 0
SMILES string: N/C=C\O.C=O
LUMO energy in Eh: 0.0202
E_HOMO in hartree: -0.29726

2.
Formula: C3H7NO2
Source: OMol25
Level of theory: wB97M-V/def2-TZVPD

```
13
Properties=species:S:1:pos:R:3:forces:R:3
C 1.934268 0.842517 -0.145877 0.265 0.082 -0.028
O 0.540904 0.733669 0.048851 -0.147 0.036 0.029
C 0.113875 -0.591596 -0.117525 -0.025 -0.265 -0.040
C -1.374601 -0.800935 0.070710 -0.020 -0.247 -0.040
O -1.824575 -1.929134 -0.051818 0.239 0.114 -0.017
N -2.193139 0.232230 0.365876 -0.049 -0.152 -0.018
H 2.225663 0.529955 -1.161280 -0.110 0.062 0.158
H 2.492721 0.223493 0.574315 -0.151 0.107 -0.089
H 2.208624 1.889683 -0.003265 -0.058 -0.149 -0.017
H 0.606838 -1.267031 0.598850 -0.028 0.108 -0.087
H 0.346827 -0.966181 -1.126464 0.000 0.070 0.121
H -3.143898 -0.094250 0.454278 -0.070 0.520 0.099
H -1.933507 1.197583 0.493346 0.153 -0.286 -0.072
```
Positions in Å, forces in eV/Å.

E in eV: -8809.493
HOMO-LUMO gap in eV: 10.8
Total charge: 0
SMILES string: COCC(N)=O
LUMO energy in Eh: 0.0322
E_HOMO in hartree: -0.36509

3.
Formula: C3H7NO2
Source: OMol25
Level of theory: wB97M-V/def2-TZVPD

```
13
Properties=species:S:1:pos:R:3:forces:R:3
C 1.182906 -1.413603 0.061102 0.559 0.452 -1.251
C -1.248792 0.568272 0.507384 2.022 2.404 -0.858
C -1.233165 0.362049 -0.766724 -2.242 0.322 -0.860
N 1.643346 -0.145148 -0.133484 -0.535 -3.164 -0.226
O 0.650688 -1.487420 1.276834 -0.069 0.112 0.786
O -0.720596 1.178025 -1.680173 2.122 1.413 -0.049
H -0.605273 1.358843 0.812956 0.347 0.650 0.879
H 0.253096 -2.358307 1.458910 0.527 0.478 -0.563
H -1.600810 -0.076718 1.172464 -1.711 -2.414 2.641
H -1.950899 -0.268043 -1.194074 -0.468 -1.539 -0.833
H 2.122805 0.096635 -0.976063 0.107 -0.037 -0.024
H 1.582842 0.439713 0.638835 0.148 1.791 1.369
H -0.076147 1.745702 -1.177966 -0.808 -0.468 -1.010
```
Positions in Å, forces in eV/Å.

E in eV: -8806.452
HOMO-LUMO gap in eV: 9.3
Total charge: 0
LUMO energy in Eh: 0.0301
E_HOMO in hartree: -0.31222

4.
Formula: C3H7NO2
Source: OMol25
Level of theory: wB97M-V/def2-TZVPD

```
13
Properties=species:S:1:pos:R:3:forces:R:3
C -1.309917 0.563854 -0.528502 0.154 1.339 1.724
N 0.098186 0.784164 -0.185271 1.602 -1.061 -0.333
C 0.918079 -0.325340 -0.152743 -2.179 -0.634 -0.235
O 2.057594 -0.065263 0.464024 1.548 1.392 0.758
O 0.526549 -1.403262 -0.545156 0.718 -0.293 0.100
C -2.066108 0.303129 0.842172 0.622 -0.940 -2.074
H -1.344883 -0.181310 -1.310780 -0.327 -0.194 0.106
H -1.712918 1.529433 -0.838610 0.144 -0.225 -0.682
H 0.627970 1.631167 -0.073750 -0.795 0.488 0.024
H 2.788392 -0.695109 0.553499 -0.980 -0.455 -0.630
H -1.402758 -0.305280 1.453272 -0.014 0.413 0.391
H -2.274514 1.311467 1.178866 -0.210 -0.300 0.816
H -2.947985 -0.321455 0.686831 -0.282 0.470 0.035
```
Positions in Å, forces in eV/Å.

E in eV: -8809.801
HOMO-LUMO gap in eV: 10.3
Total charge: 0
SMILES string: CCNC(=O)O
LUMO energy in Eh: 0.0265
E_HOMO in hartree: -0.35075

5.
Formula: C3H7NO2
Source: OMol25
Level of theory: wB97M-V/def2-TZVPD

```
13
Properties=species:S:1:pos:R:3:forces:R:3
C 1.162096 -2.246843 0.449521 -2.499 -0.278 -1.180
C -0.301593 -1.702543 -1.483586 0.544 -1.753 0.289
N 0.730839 -1.560467 -0.775039 0.326 0.930 -0.175
H 1.815610 -3.049766 0.112843 0.428 0.195 0.393
H 1.618774 -1.470623 1.068270 0.094 -0.627 0.123
H 0.254116 -2.727881 0.908026 0.927 0.348 0.203
H -1.067450 -2.518831 -1.467959 0.302 0.425 0.822
H -0.351043 -1.144744 -2.392991 -0.124 0.770 -0.467
H -0.808336 4.131541 -0.628656 -0.258 -2.047 1.409
O -0.863493 3.192922 -0.204282 0.802 3.228 -1.698
C -0.671328 3.135836 1.116764 -2.090 -2.059 0.790
O -0.785437 3.916011 2.013445 0.781 0.894 -0.931
H -0.732751 2.045382 1.283649 0.767 -0.025 0.421
```
Positions in Å, forces in eV/Å.

E in eV: -8807.795
HOMO-LUMO gap in eV: 9.8
Total charge: 0
SMILES string: C=NC.O=CO
LUMO energy in Eh: 0.0255
E_HOMO in hartree: -0.33525

6.
Formula: C3H7NO2
Source: OMol25
Level of theory: wB97M-V/def2-TZVPD

```
13
Properties=species:S:1:pos:R:3:forces:R:3
C 1.198189 0.139802 0.003845 -1.782 0.665 -0.762
C 0.025419 1.178037 -0.005931 -0.114 1.439 2.794
C 0.147223 -0.968714 0.053308 -0.780 1.022 -0.174
N -0.924221 0.061827 -0.215944 -0.145 -0.920 0.321
O -3.214052 0.108877 -0.256859 -0.480 1.024 2.465
O -2.061662 -0.075855 0.623029 0.747 0.473 -0.983
H 1.662431 0.212132 -0.966649 0.732 -0.370 0.040
H 1.824860 0.105646 0.845362 1.160 0.495 0.766
H -0.078308 1.796245 1.014268 -0.041 -1.645 -1.933
H -0.018267 1.947465 -0.786951 0.139 -0.418 0.003
H 0.303410 -1.662354 -0.729447 -0.403 -0.898 -0.950
H -0.024832 -1.528213 0.961722 0.183 0.237 0.538
H -2.877171 -0.294651 -1.019052 0.784 -1.104 -2.125
```
Positions in Å, forces in eV/Å.

E in eV: -8804.014
HOMO-LUMO gap in eV: 10.4
Total charge: 0
SMILES string: OON1CCC1
LUMO energy in Eh: 0.0384
E_HOMO in hartree: -0.34523

7.
Formula: C3H7NO2
Source: OMol25
Level of theory: wB97M-V/def2-TZVPD

```
13
Properties=species:S:1:pos:R:3:forces:R:3
C 0.847025 -1.158933 0.179065 -4.377 -1.909 2.701
C 0.277642 0.097560 -0.377264 6.055 0.102 -4.898
C -0.990873 0.351704 0.008514 -4.022 1.472 -1.338
H 1.913312 -1.042588 0.218241 0.421 -0.902 0.159
H 0.285787 -1.958277 -0.462913 2.089 0.828 1.260
H 0.163530 -1.366414 1.322397 2.908 0.589 -2.912
H 0.390856 -0.213033 -1.574512 -1.051 1.391 2.475
H 1.445129 0.988297 1.092009 -1.469 2.392 -4.547
H 0.431489 2.315296 -0.218522 1.927 -4.017 0.691
H -2.749165 -0.124968 -0.026321 3.309 -3.301 -0.493
N 1.039020 1.332595 -0.192160 2.662 0.217 4.365
O -1.786631 -0.752173 -0.146904 -4.979 5.023 1.537
O -1.267119 1.530928 0.178370 -3.473 -1.885 1.001
```
Positions in Å, forces in eV/Å.

E in eV: -8804.584
HOMO-LUMO gap in eV: 9.6
Total charge: 0
LUMO energy in Eh: 0.0139
E_HOMO in hartree: -0.33845

8.
Formula: C3H7NO2
Source: OMol25
Level of theory: wB97M-V/def2-TZVPD

```
13
Properties=species:S:1:pos:R:3:forces:R:3
C -0.772358 1.505398 1.417054 0.226 0.019 -0.137
C -0.899180 0.275364 1.886451 -0.093 0.150 -0.577
O -1.117624 -0.766291 0.998430 -0.009 0.260 0.292
H -0.869450 1.672811 0.354679 -0.097 -0.020 -0.125
H -0.507677 2.374387 1.998836 -0.058 -0.203 0.345
H -0.819522 -0.017839 2.921601 0.042 0.074 0.211
H -1.723139 -1.384118 1.410542 -0.044 -0.276 0.027
C 0.675928 -0.109536 -1.830708 0.829 -0.489 0.091
N 1.648094 -1.074018 -1.741874 -0.428 -0.345 0.757
O 0.512384 0.570475 -2.803872 -0.236 0.840 -0.300
H 0.170278 -0.009782 -0.869506 -0.681 0.044 -0.055
H 2.358022 -1.102341 -2.442644 -0.024 -0.314 -0.596
H 1.344245 -1.934512 -1.298989 0.572 0.259 0.067
```
Positions in Å, forces in eV/Å.

E in eV: -8808.594
HOMO-LUMO gap in eV: 10.2
Total charge: 0
SMILES string: C=CO.NC=O
LUMO energy in Eh: 0.0231
E_HOMO in hartree: -0.35188

9.
Formula: C3H7NO2
Source: OMol25
Level of theory: wB97M-V/def2-TZVPD

```
13
Properties=species:S:1:pos:R:3:forces:R:3
C 2.050937 0.189690 -0.150727 0.172 0.022 0.033
N 0.623406 0.057370 -0.346622 -0.164 -0.050 0.082
C -0.244962 0.104373 0.692864 0.088 -0.064 0.098
O 0.055717 0.421287 1.833221 -0.075 -0.132 -0.327
C -1.657008 -0.365666 0.350122 -0.023 -0.072 0.304
O -1.997194 -0.248901 -1.018737 -0.061 0.233 -0.074
H 2.431012 1.162425 -0.483053 -0.087 -0.139 0.045
H 2.250932 0.084013 0.918140 0.020 0.044 -0.173
H 2.574460 -0.601616 -0.696146 -0.056 0.139 0.081
H 0.252363 -0.252720 -1.232518 0.045 0.056 0.112
H -2.358749 0.151959 1.011792 0.087 -0.012 -0.111
H -1.702085 -1.433217 0.594536 0.007 0.156 -0.007
H -2.246118 0.669645 -1.181748 0.045 -0.182 -0.062
```
Positions in Å, forces in eV/Å.

E in eV: -8809.729
HOMO-LUMO gap in eV: 10.4
Total charge: 0
SMILES string: CNC(=O)CO
LUMO energy in Eh: 0.0262
E_HOMO in hartree: -0.35451

10.
Formula: C3H7NO2
Source: OMol25
Level of theory: wB97M-V/def2-TZVPD

```
13
Properties=species:S:1:pos:R:3:forces:R:3
O -2.144669 0.360685 -0.975800 0.244 0.239 -0.607
C -1.001056 0.149850 -0.628588 -1.277 -0.319 1.167
N -0.780982 0.120499 0.774702 2.098 0.409 -2.011
C 0.637871 0.346314 1.243732 -2.746 0.069 -0.110
O 1.153016 -0.807501 1.793032 0.949 0.093 1.106
C 0.095524 -0.234900 -1.587149 -0.537 0.743 -0.298
H -1.488296 0.734073 1.149575 -0.020 -0.143 0.553
H 0.444793 1.090735 2.018685 1.023 -0.016 0.141
H 1.261176 0.714817 0.429594 -0.042 0.176 0.099
H 0.867057 -1.592372 1.341385 -0.376 -0.297 -0.493
H 0.449697 -1.210435 -1.262796 0.566 0.079 -0.387
H 0.843083 0.553479 -1.709350 0.388 -0.377 0.682
H -0.337220 -0.225242 -2.587023 -0.269 -0.656 0.159
```
Positions in Å, forces in eV/Å.

E in eV: -8809.274
HOMO-LUMO gap in eV: 10.7
Total charge: 0
SMILES string: CC(=O)NCO
LUMO energy in Eh: 0.0274
E_HOMO in hartree: -0.36486

11.
Formula: C3H7NO2
Source: OMol25
Level of theory: wB97M-V/def2-TZVPD

```
13
Properties=species:S:1:pos:R:3:forces:R:3
C -1.006000 -1.216585 -1.219439 -0.585 -0.587 -0.124
N -0.019487 -0.425884 -0.548760 -0.064 -0.192 0.300
C -0.360882 0.222062 0.616365 -0.096 -0.943 -0.739
O -1.461629 0.160800 1.126154 0.136 0.033 0.064
C 0.647700 1.262986 0.966103 -0.466 0.959 -1.543
O 1.984436 0.965711 0.644077 0.338 -0.521 0.725
H -0.999516 -2.246302 -0.861152 -0.135 -0.151 -0.047
H -1.986092 -0.794709 -1.002382 0.030 -0.061 0.032
H -0.886996 -1.231029 -2.304937 0.281 0.150 0.121
H 0.953732 -0.596816 -0.759636 -0.138 0.414 0.125
H 0.452031 1.669613 1.979071 0.239 0.152 -0.822
H 0.381875 1.852163 0.029642 0.064 0.852 1.872
H 2.300827 0.377990 1.334895 0.394 -0.106 0.036
```
Positions in Å, forces in eV/Å.

E in eV: -8809.130
HOMO-LUMO gap in eV: 10.3
Total charge: 0
SMILES string: CNC(=O)CO
LUMO energy in Eh: 0.0229
E_HOMO in hartree: -0.35423

12.
Formula: C3H7NO2
Source: OMol25
Level of theory: wB97M-V/def2-TZVPD

```
13
Properties=species:S:1:pos:R:3:forces:R:3
C 2.306279 -0.093080 -1.873815 -1.142 1.639 0.239
C 1.703108 -0.689767 -0.852979 0.320 -1.383 0.237
N 1.975235 -0.253900 -3.223990 0.632 -0.693 -0.168
H 2.905236 0.791005 -1.636433 0.490 -0.451 -0.153
H 2.133807 -0.678091 0.136887 -0.028 0.615 0.201
H 0.906138 -1.422843 -0.949595 0.115 0.028 -0.407
H 2.056337 -1.176459 -3.603327 -0.352 -0.113 0.000
H -3.105573 0.682355 3.024375 -0.190 -0.398 -0.260
H 1.420930 0.388279 -3.748188 -0.036 0.358 0.065
O -2.369359 0.049868 3.032103 0.307 0.951 0.376
C -1.548464 0.331380 1.990868 -0.182 -1.625 -0.111
O -1.906095 0.703904 0.919658 -0.026 0.811 -0.051
H -0.542451 -0.045187 2.216627 0.093 0.261 0.033
```
Positions in Å, forces in eV/Å.

E in eV: -8808.233
HOMO-LUMO gap in eV: 9.5
Total charge: 0
SMILES string: C=CN.O=CO
LUMO energy in Eh: 0.0303
E_HOMO in hartree: -0.31843